{"formula": "C5H10O2", "method": "the ωB97M-V functional and the def2-TZVPD basis", "homo_ha": -0.3487, "total_energy_ev": -9438.295, "spin_multiplicity": 1, "relative_energy_kcal_mol": 109.49, "lumo_energy_ev": 1.01, "max_force_ev_per_a": 1.28, "orbital_gap_ha": 0.3857, "charge": 0, "symbols": ["C", "O", "C", "C", "C", "C", "O", "H", "H", "H", "H", "H", "H", "H", "H", "H", "H"], "positions_angstrom": [[2.26, 0.51, -0.85], [1.69, 1.17, 0.24], [-0.10, -0.35, 0.73], [-1.15, -0.65, 1.69], [-1.32, -1.02, 0.23], [-1.66, 0.20, -0.58], [-0.65, 0.95, 0.11], [1.53, 0.24, -1.64], [2.75, -0.42, -0.53], [3.01, 1.18, -1.28], [0.91, -0.80, 0.80], [-0.97, -1.46, 2.39], [-1.65, 0.23, 2.08], [-1.38, -2.04, -0.12], [-1.41, 0.11, -1.65], [-2.68, 0.60, -0.48], [0.79, 1.45, -0.02]]}